Formula: C23H24MgN4S2
Source: the Open Molecules 2025 dataset
Level of theory: the ωB97M-V functional and the def2-TZVPD basis

- highest occupied orbital energy (eV) = -6.84
- HOMO-LUMO gap (Eh) = 0.2705
- LUMO (eV) = 0.52

Structure (ORCA input):
```
! RIJCOSX wB97M-V def2-TZVPD def2/J DEFGRID3
* xyz 0 1
C 0.72 2.56 -0.91
H -3.04 3.61 4.01
H -2.61 -0.75 2.94
C 2.04 4.38 -1.87
H -2.00 -6.40 -0.84
C 1.12 -5.21 -0.20
H 2.61 -0.52 -2.94
C 0.91 -3.85 -0.36
H 3.39 -0.43 -0.73
N -0.26 1.95 -0.17
Mg -0.58 0.07 -0.53
C 0.95 3.93 -1.14
H -1.12 4.59 0.35
H 2.04 -1.19 0.14
N -0.75 -2.07 -0.88
H 0.93 -0.09 -3.32
C -2.22 1.96 2.91
C -2.50 3.30 3.13
S -2.87 -3.50 -1.30
C 2.95 3.49 -2.42
C 1.65 1.67 -1.53
H -2.17 -1.75 1.55
C -2.39 -0.72 1.87
C 2.74 2.13 -2.24
C -1.53 1.55 1.79
H -0.32 -0.25 3.44
C -2.08 4.23 2.19
C -1.02 2.49 0.85
C -1.40 -4.33 -0.86
H 1.73 -3.16 -0.26
H 3.81 3.85 -2.97
H 0.27 -7.18 -0.21
H 2.17 5.45 -2.01
H 1.28 -1.56 -2.39
C -0.08 -0.28 2.37
C -1.19 -5.69 -0.70
C 0.08 -6.12 -0.36
S -2.77 -0.50 -1.58
C -0.37 -3.39 -0.68
N 1.45 0.24 -1.31
H -2.32 5.28 2.32
H -3.26 -0.37 1.32
H 3.45 1.43 -2.67
N -1.24 0.14 1.56
H 0.20 -1.31 2.11
H -2.57 1.24 3.63
H 2.50 0.49 0.49
C 2.40 -0.25 -0.30
H 0.26 4.67 -0.77
C 1.58 -0.52 -2.56
C -2.02 -1.97 -1.24
C -1.37 3.83 1.07
H 0.76 0.39 2.18
H 2.11 -5.56 0.04
*
```

Formula: C8H6Cl3GeN4O5PdS
Source: the Open Molecules 2025 dataset
Level of theory: the ωB97M-V functional and the def2-TZVPD basis

- highest occupied orbital energy (alpha / beta) (eV) = -1.02 / -0.96
- relative energy (zero: lowest compared OMol25 entry of this formula, charge and spin) (kcal/mol) = 0.0
- HOMO-LUMO gap (alpha / beta) (Eh) = 0.1885 / 0.1862
- LUMO (alpha / beta) (eV) = 4.11 / 4.11

Structure (ORCA input):
```
! RIJCOSX wB97M-V def2-TZVPD def2/J DEFGRID3
* xyz -2 2
H 5.91 -0.31 1.49
Cl 1.18 -1.67 -3.82
N 3.71 0.24 2.77
C -3.52 -0.57 -0.33
Cl 2.10 1.51 -3.07
H 1.45 -0.70 -0.59
H 2.61 0.33 -1.04
C -5.80 -0.24 0.19
O -2.80 1.70 -0.34
C -3.70 0.84 -0.20
O -4.97 -2.50 -0.14
O -2.40 -1.13 -0.60
H 5.03 -1.26 0.26
H 5.26 0.46 0.03
C 1.63 0.17 1.82
N 2.60 -0.09 0.90
C 3.82 -0.05 1.51
N 2.35 0.37 2.94
N 2.45 -0.48 -0.44
O -6.98 -0.43 0.45
Cl -0.77 0.93 -4.81
S -0.04 0.21 1.71
Pd -0.80 0.23 -0.69
C -5.12 1.10 0.12
C -4.77 -1.29 -0.10
H 1.96 0.59 3.83
O -5.66 2.19 0.29
C 5.09 -0.31 0.78
Ge 0.20 0.16 -2.94
*
```

| no. | DFT total energy (eV) |
| --- | --- |
| 1 | -57319.994 |
| 2 | -132994.262 |